A single C6H9NO molecule at a distorted geometry, computed with ωB97M-V with the def2-TZVPD basis set.

Geometry as ORCA input:
```
! wB97M-V def2-TZVPD RIJCOSX def2/J DEFGRID3
* xyz 0 1
O 0.83 1.43 0.49
C -0.34 0.66 -0.18
C -1.23 0.42 1.03
C -0.57 -0.54 1.74
C 0.39 -1.39 0.93
C 0.19 -0.58 -0.50
N 0.90 -0.08 -1.72
C -0.06 1.18 -1.57
H 1.23 0.68 1.19
H -1.60 1.57 1.53
H -0.66 -0.66 2.98
H 0.18 -2.49 0.72
H 1.30 -1.40 1.45
H -0.54 -1.36 -1.20
H 0.64 -0.46 -2.58
H -0.93 0.96 -2.14
H 0.28 2.05 -2.16
*
```

energy relative to the best compared isomer or geometry (same formula, charge and spin) = 175.25 kcal/mol
SMILES = O[C@]12C=CC[C@@H]1NC2
F_max = 8.34 eV/A

Atom charges from the Löwdin analysis, given in e for atoms 1 to 8: atom 1 (O): -0.105, atom 2 (C): -0.478, atom 3 (C): -0.024, atom 4 (C): -0.142, atom 5 (C): -0.113, atom 6 (C): -0.289, atom 7 (N): 0.020, atom 8 (C): -0.064

A 15-piece molecular cluster, C25H20Cl56N2O3S2 overall at a distorted geometry, computed with ωB97M-V with the def2-TZVPD basis set.

Geometry as ORCA input:
```
! wB97M-V def2-TZVPD RIJCOSX def2/J DEFGRID3
* xyz 0 1
C 0.50 2.82 0.20
C -0.75 2.06 0.73
N -1.21 1.14 -0.33
C -2.13 0.08 0.17
C -1.56 -1.31 -0.27
C -1.69 1.79 -1.47
S -1.41 1.09 -2.92
S -2.61 3.36 -1.45
C -1.60 4.60 -2.34
C -1.98 4.80 -3.83
C -1.03 4.12 -4.83
C 0.41 4.60 -4.76
O 1.22 4.02 -3.72
C 1.68 2.83 -4.22
O 1.65 1.81 -3.72
O 2.19 3.16 -5.46
C 1.25 4.11 -5.99
N 0.52 3.36 -7.02
H 1.02 2.13 -0.48
H 0.16 3.72 -0.31
H 1.21 3.04 1.00
H -1.52 2.72 1.11
H -0.38 1.43 1.55
H -3.16 0.21 -0.17
H -2.13 0.07 1.26
H -1.02 -1.79 0.56
H -2.32 -1.96 -0.72
H -0.83 -1.10 -1.06
H -1.78 5.56 -1.84
H -0.55 4.36 -2.18
H -3.00 4.49 -4.07
H -1.92 5.88 -4.02
H -1.03 3.03 -4.74
H -1.37 4.34 -5.85
H 0.55 5.68 -4.73
H 1.87 4.86 -6.50
H 1.09 2.62 -7.39
H 0.32 4.00 -7.80
C -2.79 4.79 3.66
Cl -3.23 4.28 2.03
Cl -1.15 4.23 4.03
Cl -2.85 6.56 3.77
Cl -3.92 4.09 4.83
C 1.38 -3.24 2.54
Cl -0.04 -3.35 3.61
Cl 1.21 -4.40 1.22
Cl 1.49 -1.61 1.88
Cl 2.84 -3.60 3.47
C -6.63 3.19 -0.38
Cl -7.54 2.83 -1.85
Cl -6.32 4.93 -0.29
Cl -7.57 2.68 1.03
Cl -5.10 2.32 -0.42
C 4.04 -0.93 -4.34
Cl 3.40 0.25 -5.48
Cl 4.29 -2.47 -5.17
Cl 5.59 -0.36 -3.69
Cl 2.89 -1.15 -3.01
C 0.46 -8.15 3.37
Cl -0.01 -8.66 1.74
Cl 2.12 -8.66 3.70
Cl 0.37 -6.39 3.48
Cl -0.64 -8.87 4.56
C 5.58 -7.92 1.56
Cl 4.70 -9.46 1.70
Cl 7.20 -8.11 2.26
Cl 5.73 -7.45 -0.13
Cl 4.71 -6.65 2.44
C -10.16 -0.39 -2.28
Cl -9.70 0.46 -0.79
Cl -11.68 -1.26 -2.02
Cl -10.36 0.78 -3.59
Cl -8.89 -1.54 -2.71
C 2.58 -10.18 -2.27
Cl 3.41 -9.75 -0.77
Cl 0.84 -9.86 -2.11
Cl 3.23 -9.22 -3.61
Cl 2.82 -11.90 -2.61
C -13.53 2.95 -1.78
Cl -14.43 1.44 -1.64
Cl -11.92 2.75 -1.09
Cl -13.38 3.39 -3.49
Cl -14.39 4.24 -0.92
C 6.77 -0.76 0.22
Cl 7.43 0.87 0.04
Cl 5.29 -0.90 -0.75
Cl 7.95 -1.95 -0.34
Cl 6.39 -1.06 1.92
C 2.83 4.15 5.51
Cl 1.97 3.81 4.00
Cl 3.17 5.89 5.60
Cl 1.82 3.68 6.88
Cl 4.34 3.25 5.54
C -4.26 -10.73 3.77
Cl -5.68 -10.99 2.75
Cl -2.79 -10.91 2.79
Cl -4.31 -9.11 4.46
Cl -4.25 -11.93 5.07
C 10.08 3.07 2.60
Cl 9.53 4.29 3.75
Cl 9.10 1.61 2.80
Cl 9.88 3.69 0.95
Cl 11.78 2.69 2.89
C 7.93 3.79 7.35
Cl 6.49 3.70 8.37
Cl 7.77 2.66 6.00
Cl 8.10 5.44 6.72
Cl 9.36 3.37 8.30
*
```

F_max = 6.02 eV/A
E_tot = -27866.7042 hartree

Atom charges from the Löwdin analysis, given in e for atoms 1 to 8: atom 1 (C): -0.049, atom 2 (C): -0.259, atom 3 (N): -0.230, atom 4 (C): -0.213, atom 5 (C): -0.079, atom 6 (C): -1.026, atom 7 (S): 0.776, atom 8 (S): 0.770

CHAgF4NO4S2 as an isolated structure at a distorted geometry, computed with ωB97M-V with the def2-TZVPD basis set.

Geometry as ORCA input:
```
! wB97M-V def2-TZVPD RIJCOSX def2/J DEFGRID3
* xyz 0 2
Ag -2.52 -0.31 0.61
N 0.51 1.05 0.13
S -1.08 1.55 -0.76
O -1.13 2.98 -0.42
O -0.84 1.27 -2.18
S 0.71 -0.39 0.74
O -0.66 -0.97 0.91
O 1.60 -0.45 1.88
C 1.45 -1.53 -0.53
F 0.58 -1.72 -1.51
F 2.55 -0.98 -1.00
F 1.72 -2.69 0.03
F -3.96 0.35 1.56
H 1.08 1.83 0.55
*
```

F_max = 3.24 eV/A
E_tot = -1737.0854 hartree

Atom charges from the Löwdin analysis, given in e for atoms 1 to 8: atom 1 (Ag): 0.970, atom 2 (N): -0.270, atom 3 (S): 0.728, atom 4 (O): -0.382, atom 5 (O): -0.381, atom 6 (S): 0.685, atom 7 (O): -0.472, atom 8 (O): -0.234

A single C3H8O2S molecule at a distorted geometry, computed with ωB97M-V with the def2-TZVPD basis set.

Geometry as ORCA input:
```
! wB97M-V def2-TZVPD RIJCOSX def2/J DEFGRID3
* xyz 0 1
C -1.61 0.25 0.46
C -0.29 -0.34 -0.14
O 0.11 -1.37 0.70
O -0.35 -0.70 -1.46
C 0.96 0.84 -0.03
S 2.59 0.13 0.40
H -1.43 1.37 0.63
H -2.46 0.10 -0.40
H -1.87 -0.27 1.39
H 1.06 -1.32 0.97
H -1.14 -1.13 -1.54
H 0.62 1.44 0.82
H 1.06 1.47 -1.03
H 2.75 -0.47 -0.78
*
```

energy relative to the best compared isomer or geometry (same formula, charge and spin) = 32.14 kcal/mol
SMILES = CC(O)(O)CS
F_max = 4.36 eV/A

Atom charges from the Löwdin analysis, given in e for atoms 1 to 8: atom 1 (C): -0.004, atom 2 (C): -0.677, atom 3 (O): -0.064, atom 4 (O): 0.050, atom 5 (C): -0.435, atom 6 (S): 0.734, atom 7 (H): 0.089, atom 8 (H): 0.128